(1)
This record from the Open Molecules 2025 dataset describes 2 unconnected molecules or ions with the total composition C8H10O2 at a distorted geometry. The level of theory is ωB97M-V/def2-TZVPD.

CARTESIAN COORDINATES (ANGSTROEM)
1 H -3.38 -0.30 -2.24
2 H 4.10 2.04 0.14
3 C -2.88 -0.24 -1.23
4 H 3.59 1.72 -1.45
5 O 3.18 -1.01 -0.96
6 H -1.81 -2.04 -1.23
7 C -3.14 1.02 -0.73
8 C -2.98 0.03 1.34
9 H 2.32 1.40 -0.04
10 C -2.34 -1.10 0.90
11 H -3.55 1.65 -1.52
12 C 3.46 1.46 -0.45
13 H -1.87 -1.91 1.53
14 C -3.18 1.19 0.58
15 C -2.30 -1.36 -0.51
16 H 4.28 -1.09 1.40
17 C 3.64 -0.12 -0.15
18 H -2.99 0.35 2.35
19 O 4.42 -0.15 1.13
20 H -3.19 2.20 1.24

Calculated values
Total energy in hartree: -461.1961
HOMO in eV: -9.0318
Frontier orbital gap in eV: 9.6
Strongest force on any atom in eV Å⁻¹: 7.18
Relative energy (zero: lowest compared OMol25 entry of this formula, charge and spin) in kcal per mole: 89.4
SMILES: c1ccccc1.CC(=O)O


(2)
This record from the Open Molecules 2025 dataset describes a molecular structure, C19H11F10N3O4Os. The level of theory is ωB97M-V/def2-TZVPD.

CARTESIAN COORDINATES (ANGSTROEM)
1 C 1.77 -1.12 -1.94
2 F 1.42 3.73 -2.40
3 O -2.82 -0.89 -0.89
4 C 2.68 -1.17 -2.97
5 H 1.66 -2.83 1.66
6 H -2.41 -1.06 2.20
7 H 0.36 -1.94 3.62
8 H -0.09 1.63 2.89
9 C 0.24 3.52 -1.83
10 H 0.24 0.51 4.23
11 C -2.24 1.01 1.54
12 H 2.14 -1.23 2.19
13 O -2.48 -4.33 -1.79
14 C 4.00 -1.49 -2.71
15 F 2.29 -0.92 -4.21
16 F -0.61 5.49 -2.81
17 F 3.91 -1.97 0.84
18 F 4.90 -1.54 -3.69
19 C -1.99 4.21 -1.39
20 Os -0.81 -0.82 -0.14
21 F -3.00 5.07 -1.57
22 C -1.18 2.15 -0.36
23 N 1.08 -1.26 0.37
24 C 2.06 -1.37 -0.59
25 C -2.05 -3.33 -1.33
26 C 0.09 -1.70 2.59
27 F 0.49 -0.85 -2.29
28 F 1.07 1.62 -0.78
29 C -2.18 3.11 -0.58
30 N -1.28 1.03 0.44
31 O -4.38 -2.25 -1.84
32 C -3.36 -1.90 -1.38
33 O -1.03 -2.89 -0.78
34 C 0.04 2.43 -1.01
35 H -2.20 1.97 2.07
36 C -1.89 -0.15 2.50
37 F -3.40 2.96 -0.04
38 C 4.35 -1.76 -1.40
39 H -3.27 0.88 1.18
40 C -0.79 4.43 -2.03
41 H 1.34 0.61 2.85
42 C 3.42 -1.70 -0.38
43 C 0.30 0.65 3.14
44 H -2.23 0.11 3.51
45 C 1.34 -1.79 1.72
46 N -0.46 -0.37 2.44
47 F 5.61 -2.08 -1.11
48 H -0.65 -2.44 2.25

Calculated values
Total energy in hartree: -2285.0139
HOMO (spin up / spin down) in eV: -7.7423 / -8.0751
2S+1: 5
Frontier orbital gap (spin up / spin down) in eV: 7.9 / 5.2
Strongest force on any atom in eV Å⁻¹: 0.78


(3)
This record from the Open Molecules 2025 dataset describes a molecular structure, C21H16N8Rh at a distorted geometry. The level of theory is ωB97M-V/def2-TZVPD.

CARTESIAN COORDINATES (ANGSTROEM)
1 C 1.58 -0.05 -2.35
2 N -4.11 2.92 0.00
3 C 3.86 0.02 -1.21
4 C -0.66 0.01 2.99
5 H 3.03 -0.04 -3.93
6 C 4.55 0.02 0.00
7 N -3.60 -2.62 0.00
8 C 1.01 0.00 -4.67
9 C 2.48 -0.06 1.19
10 C 1.59 -0.05 2.35
11 H 1.30 0.02 -5.71
12 H -5.19 1.15 0.00
13 H -1.70 0.02 -2.66
14 C 2.48 -0.06 -1.19
15 H -1.70 0.02 2.68
16 C -0.33 0.00 -4.32
17 Rh -0.14 -0.14 0.00
18 H -1.11 0.01 -5.07
19 C -3.06 -0.61 0.00
20 C -2.27 -2.60 0.00
21 N 1.83 -0.13 0.00
22 C 1.02 0.00 4.67
23 H -4.22 -3.42 0.00
24 C -0.32 0.00 4.33
25 N -1.85 1.44 0.01
26 N 0.26 -0.02 -2.02
27 C 1.98 -0.04 -3.67
28 C -2.94 3.53 0.00
29 H 3.04 -0.04 3.93
30 C -0.67 0.01 -2.98
31 H 4.40 0.09 2.14
32 C -4.21 1.62 0.00
33 H 4.39 0.09 -2.15
34 N -1.89 -1.33 0.01
35 H -2.91 4.61 0.00
36 N 0.27 -0.02 2.03
37 C -3.05 0.83 0.00
38 H -1.63 -3.46 0.00
39 H 5.64 0.04 0.00
40 C 3.86 0.02 1.21
41 H -0.80 3.23 0.01
42 H 1.32 0.02 5.72
43 C -1.78 2.76 0.01
44 H -1.09 0.01 5.08
45 N -4.11 -1.38 0.00
46 C 1.99 -0.04 3.68

Calculated values
Total energy in hartree: -1357.5047
HOMO (spin up / spin down) in eV: -18.3637 / -18.3637
Total charge: +3
Frontier orbital gap (spin up / spin down) in eV: 5.8 / 5.8
Strongest force on any atom in eV Å⁻¹: 2.39
Relative energy (zero: lowest compared OMol25 entry of this formula, charge and spin) in kcal per mole: 27.5


(4)
This record from the Open Molecules 2025 dataset describes a molecular structure, C29H22BiN2PS2. The level of theory is ωB97M-V/def2-TZVPD.

CARTESIAN COORDINATES (ANGSTROEM)
1 C 1.12 -3.38 2.01
2 C -4.09 0.79 -0.29
3 H 0.24 -3.51 -0.96
4 C 1.47 3.45 2.38
5 C 1.42 -1.08 -2.33
6 H -2.28 1.06 -2.71
7 C 1.60 3.09 -0.39
8 C 1.96 -1.37 3.02
9 C 2.63 2.96 1.79
10 H -1.26 -2.91 -0.26
11 C 0.59 -1.25 1.01
12 C -2.24 1.59 -1.75
13 H -1.64 -2.32 -4.37
14 C 1.58 -1.70 -3.58
15 C 2.71 2.78 0.41
16 N -1.81 4.71 2.61
17 H -2.83 2.50 -1.84
18 C -0.96 -1.38 -2.57
19 C 0.48 -2.65 1.01
20 C 0.12 -0.93 -1.82
21 C -4.62 0.03 0.74
22 H -4.74 1.47 -0.84
23 C -3.79 -0.82 1.46
24 Bi 3.49 1.32 -2.42
25 S 1.53 2.85 -2.14
26 C 0.50 -2.13 -4.32
27 H -0.40 3.86 -0.40
28 N 1.38 3.68 4.95
29 C 1.33 -0.64 2.03
30 H 2.34 -3.34 3.77
31 H 3.47 2.71 2.41
32 C 1.42 3.59 3.81
33 H 0.66 -2.61 -5.28
34 C 0.45 3.61 0.21
35 C -2.75 0.74 -0.62
36 H -1.19 1.87 -1.60
37 H -5.67 0.10 0.99
38 H -1.79 -1.54 1.71
39 C 0.37 3.79 1.58
40 H -1.96 -1.30 -2.17
41 C -0.84 4.29 2.15
42 C 2.63 -0.62 -1.60
43 H -0.55 -4.41 0.34
44 P -0.10 -0.07 -0.21
45 H 2.52 -0.87 3.80
46 C -0.32 -3.41 -0.02
47 H 3.46 -1.32 -1.76
48 C -0.78 -1.97 -3.81
49 H 1.03 -4.46 2.01
50 H -4.18 -1.42 2.27
51 C -2.44 -0.89 1.14
52 C -1.90 -0.13 0.10
53 H 1.41 0.44 2.02
54 H 2.50 -0.48 -0.53
55 C 1.85 -2.75 3.01
56 H 2.59 -1.84 -3.96
57 S 4.26 2.22 -0.22

Calculated values
Total energy in hartree: -2580.1733
HOMO in eV: -8.2029
Frontier orbital gap in eV: 7.5
Strongest force on any atom in eV Å⁻¹: 0.15
Relative energy (zero: lowest compared OMol25 entry of this formula, charge and spin) in kcal per mole: 0.8


(5)
This record from the Open Molecules 2025 dataset describes a molecular structure, C4H32As2F12O12 at a distorted geometry. The level of theory is ωB97M-V/def2-TZVPD.

CARTESIAN COORDINATES (ANGSTROEM)
1 F 4.92 -1.35 3.29
2 O 1.65 -0.41 4.50
3 O -1.83 2.41 3.56
4 O -2.87 -2.91 3.00
5 H -3.36 2.80 -2.50
6 O 2.38 3.78 0.40
7 H -1.47 -3.93 -3.93
8 H 1.09 5.27 -0.27
9 O -3.23 -0.21 -2.75
10 H -4.64 -2.04 2.53
11 H -4.37 2.24 -1.12
12 H 2.44 -1.46 -1.35
13 O 3.34 -1.60 -1.67
14 F 5.79 -3.52 2.56
15 H 1.64 3.25 0.07
16 H 0.20 2.97 -2.48
17 O 3.36 1.01 0.51
18 H -3.36 -1.83 1.29
19 As -0.38 0.45 0.01
20 F 3.64 -3.95 1.42
21 H -4.71 3.71 -1.87
22 H 0.01 -5.03 -4.08
23 H -1.93 -2.69 3.00
24 H -0.34 -0.49 -4.14
25 C -3.57 -1.86 2.37
26 H -1.81 -0.58 -3.71
27 H 0.29 -3.28 1.80
28 H 3.88 -1.50 -0.87
29 F 2.72 -1.92 2.29
30 H -2.41 1.81 4.04
31 H -0.42 -3.91 -5.35
32 H -3.38 -0.87 2.78
33 H -3.18 -0.92 -2.10
34 As 4.28 -2.67 2.40
35 H -1.35 1.84 2.95
36 H 1.62 -1.18 5.07
37 F -0.22 0.38 -1.71
38 O -0.05 -2.61 2.40
39 O -0.25 3.83 -2.44
40 H -0.04 -1.79 1.88
41 O 0.39 -3.11 -3.60
42 H -2.24 3.33 -0.51
43 C 1.99 5.14 0.33
44 H 2.80 5.74 -0.10
45 F 0.93 -0.68 0.24
46 F -1.72 1.52 -0.10
47 H 1.83 5.52 1.35
48 H 2.97 1.81 0.15
49 H 1.40 -0.76 3.64
50 O -3.04 3.84 -0.72
51 F -1.35 -1.00 -0.14
52 H -0.13 -2.36 -3.29
53 H 2.69 0.33 0.36
54 F -0.55 0.39 1.74
55 F 0.69 1.79 0.00
56 C -3.84 3.10 -1.57
57 H -4.10 0.17 -2.66
58 F 3.74 -3.43 3.87
59 C -0.43 -4.05 -4.25
60 F 4.84 -1.92 0.93
61 H 0.18 4.36 -3.12
62 O -1.16 -0.96 -4.33

Calculated values
Total energy in hartree: -6744.7622
HOMO in eV: -5.2134
Total charge: -2
Frontier orbital gap in eV: 9.1
Strongest force on any atom in eV Å⁻¹: 1.96


(6)
This record from the Open Molecules 2025 dataset describes 3 unconnected molecules or ions with the total composition C3H10N5 at a distorted geometry. The level of theory is ωB97M-V/def2-TZVPD.

CARTESIAN COORDINATES (ANGSTROEM)
1 N -0.43 0.90 0.76
2 H -0.56 1.52 2.88
3 C -1.10 1.21 1.96
4 H 0.37 1.23 -2.81
5 H -1.67 0.38 2.29
6 N 1.30 -1.02 1.63
7 H -0.82 0.32 -3.92
8 H 1.43 -1.81 1.05
9 C -0.03 0.23 -3.21
10 H 2.23 -0.52 1.79
11 H -1.87 1.93 1.59
12 N 0.49 0.33 0.39
13 N -1.37 -0.13 -1.25
14 N -1.97 0.25 -0.37
15 C -0.49 -0.54 -2.05
16 H 0.99 -1.39 2.60
17 H 0.73 -0.17 -3.74
18 H -0.19 -1.69 -1.85

Calculated values
Total energy in hartree: -393.6555
HOMO in eV: -12.5874
Total charge: +1
Frontier orbital gap in eV: 8.7
Strongest force on any atom in eV Å⁻¹: 4.52
Relative energy (zero: lowest compared OMol25 entry of this formula, charge and spin) in kcal per mole: 127.1


(7)
This record from the Open Molecules 2025 dataset describes a single C4H9NO molecule at a distorted geometry. The level of theory is ωB97M-V/def2-TZVPD.

CARTESIAN COORDINATES (ANGSTROEM)
1 N 1.94 -0.62 -0.50
2 H -1.11 2.16 -0.15
3 C -1.31 1.19 0.33
4 H 2.73 -0.61 0.13
5 C 1.10 0.48 -0.08
6 H 0.12 -1.76 0.82
7 H 2.32 -0.46 -1.43
8 H -1.58 -1.31 0.92
9 H -0.25 0.25 -1.32
10 H -2.34 0.90 0.12
11 H -0.91 -1.95 -0.59
12 C -0.70 -1.30 0.26
13 O 1.53 1.56 0.26
14 H -1.21 1.33 1.41
15 C -0.35 0.14 -0.21

Calculated values
Total energy in hartree: -287.7969
HOMO in eV: -9.7070
Frontier orbital gap in eV: 10.6
Strongest force on any atom in eV Å⁻¹: 1.27
Relative energy (zero: lowest compared OMol25 entry of this formula, charge and spin) in kcal per mole: 22.3
SMILES: CC(C)C(N)=O


(8)
This record from the Open Molecules 2025 dataset describes a molecular structure, C7H14OPSc at a distorted geometry. The level of theory is ωB97M-V/def2-TZVPD.

CARTESIAN COORDINATES (ANGSTROEM)
1 H -0.20 -3.23 -0.26
2 C 1.50 -1.64 -0.44
3 H 0.69 -3.48 2.31
4 C 2.20 -1.95 1.73
5 H -0.16 3.52 0.92
6 H 2.78 -1.86 2.66
7 O -2.22 0.83 0.87
8 H -1.44 3.07 2.05
9 H -1.84 3.55 0.37
10 H -2.55 1.01 1.76
11 H -0.87 1.53 -0.63
12 H -0.14 1.05 0.98
13 H 1.40 -1.30 -1.47
14 H -0.98 -0.60 -4.20
15 C -1.12 3.02 1.00
16 P -0.78 0.23 -3.04
17 C 2.44 -1.24 0.52
18 H -1.12 1.50 -3.65
19 H 0.64 0.39 -3.18
20 C -1.00 1.55 0.52
21 H 3.24 -0.50 0.39
22 C 0.61 -2.69 0.23
23 Sc -2.17 0.06 -0.96
24 C 1.08 -2.82 1.54

Calculated values
Total energy in hartree: -1452.1598
HOMO (spin up / spin down) in eV: -5.4561 / -5.4828
Frontier orbital gap (spin up / spin down) in eV: 5.1 / 4.5
Strongest force on any atom in eV Å⁻¹: 2.78
Relative energy (zero: lowest compared OMol25 entry of this formula, charge and spin) in kcal per mole: 12.0


(9)
This record from the Open Molecules 2025 dataset describes a molecular structure, CCl3MnNSSe4Si. The level of theory is ωB97M-V/def2-TZVPD.

CARTESIAN COORDINATES (ANGSTROEM)
1 Se -1.28 -0.10 1.85
2 Cl 1.59 -1.93 1.41
3 Se -4.51 0.30 0.22
4 Cl 2.41 -0.99 -1.61
5 Si 0.80 -1.35 -0.39
6 C 1.64 2.31 -0.04
7 Mn -0.73 0.47 -0.32
8 N 0.72 1.59 -0.30
9 Cl -0.19 -2.98 -1.19
10 S 2.83 3.27 0.32
11 Se -3.38 0.79 2.19
12 Se -2.90 -0.20 -1.29

Calculated values
Total energy in hartree: -12917.9903
HOMO (spin up / spin down) in eV: -8.8182 / -9.1482
2S+1: 4
Frontier orbital gap (spin up / spin down) in eV: 6.5 / 5.9
Strongest force on any atom in eV Å⁻¹: 0.29


(10)
This record from the Open Molecules 2025 dataset describes a single CH4BNO2 molecule at a distorted geometry. The level of theory is ωB97M-V/def2-TZVPD.

CARTESIAN COORDINATES (ANGSTROEM)
1 H 0.96 -0.36 -0.55
2 O -2.05 -0.03 -0.98
3 B 0.50 0.58 1.30
4 O -0.82 0.15 0.87
5 H 1.21 1.25 0.55
6 H 0.99 0.40 2.46
7 C 0.07 -0.67 -1.06
8 H 0.08 -1.20 -2.02
9 N -0.94 -0.12 -0.56

Calculated values
Total energy in hartree: -270.4379
HOMO in eV: -9.6024
Frontier orbital gap in eV: 9.6
Strongest force on any atom in eV Å⁻¹: 3.33
Relative energy (zero: lowest compared OMol25 entry of this formula, charge and spin) in kcal per mole: 55.7
SMILES: BO[N+](=C)[O-]


(11)
This record from the Open Molecules 2025 dataset describes 2 unconnected molecules or ions with the total composition C4H8NO3 at a distorted geometry. The level of theory is ωB97M-V/def2-TZVPD.

CARTESIAN COORDINATES (ANGSTROEM)
1 C -0.55 -1.03 -1.17
2 O -0.51 -2.32 -1.73
3 H 2.15 -0.36 3.56
4 O 0.60 0.69 0.96
5 H -1.23 -0.09 -2.98
6 H -0.43 -2.93 -0.98
7 H -0.60 2.21 -2.00
8 O 0.76 -1.40 1.84
9 H 2.21 1.20 2.74
10 H -2.16 1.74 -1.32
11 C -1.07 1.47 -1.36
12 H -0.70 1.49 -0.29
13 H -0.16 -0.92 -0.17
14 C -0.94 0.07 -1.95
15 N 1.67 0.35 2.98
16 C 0.97 -0.17 1.86

Calculated values
Total energy in hartree: -437.7389
HOMO in eV: -4.3117
Total charge: -1
Frontier orbital gap in eV: 8.3
Strongest force on any atom in eV Å⁻¹: 3.38
Relative energy (zero: lowest compared OMol25 entry of this formula, charge and spin) in kcal per mole: 41.8


(12)
This record from the Open Molecules 2025 dataset describes a molecular structure, C4H4CoO at a distorted geometry. The level of theory is ωB97M-V/def2-TZVPD.

CARTESIAN COORDINATES (ANGSTROEM)
1 H -0.37 0.44 -3.01
2 C -0.59 -0.16 -1.03
3 H 1.65 -0.66 0.59
4 C -0.70 0.70 -2.00
5 C -0.47 -0.80 0.14
6 H -0.95 1.75 -1.75
7 Co 1.54 0.59 3.49
8 O 0.50 0.11 2.08
9 H -1.25 -1.48 0.50
10 C 0.64 -0.48 1.00

Calculated values
Total energy in hartree: -1611.8467
HOMO (spin up / spin down) in eV: -15.8897 / -21.2726
2S+1: 6
Total charge: +2
Frontier orbital gap (spin up / spin down) in eV: 5.2 / 7.1
Strongest force on any atom in eV Å⁻¹: 4.45
Relative energy (zero: lowest compared OMol25 entry of this formula, charge and spin) in kcal per mole: 0.0


strongest force on any atom of number 9 (CCl3MnNSSe4Si)? 0.29 eV Å⁻¹